1 | {"formula": "C3H9NO2", "method": "ωB97M-V with the def2-TZVPD basis set", "smiles": "CNC(C)=O.O", "lumo_energy_ev": 0.48, "homo_ev": -9.52, "elements": ["C", "C", "C", "H", "H", "H", "H", "H", "H", "H", "H", "H", "N", "O", "O"], "xyz": [[0.28582, 1.35189, 0.13602], [-0.55081, 0.01813, 0.15785], [-2.86206, -0.84402, -0.04764], [5.63408, -0.92062, 0.09334], [4.09611, -1.06969, 0.12896], [-0.32549, 2.26713, -0.18810], [1.32666, 1.29534, -0.43958], [0.66294, 1.39984, 1.15559], [-2.10916, 1.30124, -0.69313], [-2.36778, -1.96998, -0.28737], [-3.37050, -1.05156, 0.98064], [-3.56989, -0.56544, -0.84456], [-1.80026, 0.23440, -0.13789], [4.89287, -0.36080, -0.13859], [0.05747, -1.08585, 0.12445]]}



2 | {"formula": "C3H9NO2", "method": "ωB97M-V with the def2-TZVPD basis set", "smiles": "CC(N)=O.CO", "lumo_energy_ev": 0.81, "homo_ev": -9.66, "elements": ["C", "C", "O", "N", "H", "H", "H", "H", "H", "C", "O", "H", "H", "H", "H"], "xyz": [[-0.84312, 0.07074, -0.91552], [-0.81823, 1.00431, 0.25063], [0.08783, 1.73561, 0.60017], [-2.01196, 1.08100, 0.93547], [-2.01138, 1.70295, 1.72425], [-2.90310, 0.75876, 0.61150], [0.03487, 0.07913, -1.54074], [-1.71428, 0.17675, -1.56647], [-0.97066, -0.94051, -0.52769], [2.02812, -1.59790, 0.21841], [1.33282, -1.70621, -1.02267], [1.77099, -2.40225, -1.52260], [3.09823, -1.80597, 0.15632], [1.89763, -0.56368, 0.53429], [1.61767, -2.26966, 0.97932]]}



3 | {"formula": "C3H9NO2", "method": "ωB97M-V with the def2-TZVPD basis set", "smiles": "O=CO.CCN", "lumo_energy_ev": 0.48, "homo_ev": -9.03, "elements": ["C", "C", "N", "H", "H", "H", "H", "H", "H", "H", "O", "C", "O", "H", "H"], "xyz": [[1.03124, 1.25946, 1.22429], [0.79184, 1.45556, -0.27256], [1.06255, 0.18215, -0.96802], [2.05623, 0.92418, 1.36237], [0.82050, 2.14882, 1.81821], [0.38467, 0.47076, 1.61945], [-0.22938, 1.80906, -0.44829], [1.47251, 2.23979, -0.60287], [0.21574, -0.36514, -0.90267], [1.17841, 0.42210, -1.94724], [-2.13908, -1.13304, -1.32231], [-2.02308, -1.92761, -0.45836], [-0.81734, -2.24915, 0.04710], [-2.85868, -2.45773, 0.01167], [-0.94611, -2.77922, 0.83923]]}



Most stable: 2



1 | {"formula": "C3H7Br2N2", "method": "ωB97M-V with the def2-TZVPD basis set", "lumo_energy_ev": -3.65, "homo_ev": -13.90, "total_charge": 1, "elements": ["C", "C", "C", "N", "N", "Br", "Br", "H", "H", "H", "H", "H", "H", "H"], "xyz": [[0.92459, -0.53580, -0.50571], [0.11031, -0.24148, 0.79657], [-1.18466, 0.00429, -0.04599], [0.53571, 0.90977, 1.46760], [-0.32263, -0.16864, -1.41938], [-1.99766, 1.75102, -0.16729], [-2.55104, -1.26472, 0.08540], [1.76483, 0.28145, -0.50437], [1.27555, -1.50443, -0.53123], [-0.00086, -0.95522, 1.60044], [1.34550, 1.38275, 0.98738], [0.67477, 0.74712, 2.43322], [-0.04906, 0.62386, -2.10992], [-0.52535, -1.02996, -2.08672]]}



2 | {"formula": "C3H7Br2N2", "method": "ωB97M-V with the def2-TZVPD basis set", "lumo_energy_ev": -5.05, "homo_ev": -14.13, "total_charge": 1, "elements": ["C", "C", "C", "N", "N", "Br", "Br", "H", "H", "H", "H", "H", "H", "H"], "xyz": [[-0.48813, 0.53860, -1.29190], [0.93999, 0.25270, -0.56504], [0.38576, -1.17136, -0.30244], [1.36117, 1.08551, 0.49197], [-0.72983, -0.92924, -0.92794], [-1.32914, -0.39258, 2.37256], [0.90572, -2.82075, 0.38717], [-1.14251, 1.06957, -0.59442], [-0.40461, 0.62553, -2.39663], [1.72989, 0.21324, -1.28196], [1.52039, 2.01593, 0.03017], [0.73646, 1.15577, 1.20109], [-1.81195, -0.27267, 3.66824], [-1.67321, -1.37025, -0.79088]]}



Most stable: 2



1 | {"formula": "C4H2N2O", "method": "ωB97M-V with the def2-TZVPD basis set", "lumo_energy_ev": -1.07, "homo_ev": -11.28, "elements": ["C", "C", "C", "C", "H", "H", "N", "N", "O"], "xyz": [[-1.43170, -0.30012, 0.43010], [0.00964, -0.18095, -0.20646], [-0.00727, 1.38648, -0.25587], [1.26156, -0.74607, 0.02195], [-1.67173, 0.64367, 1.53807], [-0.05968, -0.40244, -1.18279], [0.30526, 2.50676, 0.03721], [2.38839, -1.26304, 0.15685], [-2.01469, -1.23791, -0.20649]]}



2 | {"formula": "C4H2N2O", "method": "ωB97M-V with the def2-TZVPD basis set", "smiles": "N#CC#CC(N)=O", "lumo_energy_ev": -0.46, "homo_ev": -11.07, "elements": ["N", "C", "O", "C", "C", "C", "N", "H", "H"], "xyz": [[-1.62173, 0.40892, -0.15141], [-1.10161, -0.83151, 0.05057], [-1.73397, -1.85760, 0.15665], [0.36908, -0.72318, 0.11596], [1.50682, -0.32311, 0.12251], [2.67359, 0.41846, 0.09430], [3.55570, 1.16945, 0.05400], [-1.02740, 1.22086, -0.21253], [-2.62047, 0.51772, -0.23006]]}



Most stable: 2